(1)
The following is a DFT calculation (wB97M-V/def2-TZVPD) of a 12-piece molecular cluster, C4H26O15 overall at a distorted geometry.

Charge = -1
E_tot = -35285.566 eV
Maximum force = 4.1 eV Å⁻¹
Multiplicity = 2
Gap between HOMO and LUMO (spin up / spin down) = 0.391 / 0.187 Ha

Positions of all 45 atoms, in Å:
O 1.988 0.858 -3.206
C 1.421 -0.122 -2.707
O 1.712 -1.320 -2.922
C 0.334 0.128 -1.652
C -0.950 -0.628 -1.985
C -1.669 -0.829 -0.657
O -2.643 -0.095 -0.386
O -1.231 -1.715 0.130
H 0.759 -0.153 -0.692
H 0.110 1.194 -1.635
H -0.760 -1.581 -2.474
H -1.560 -0.037 -2.708
H 0.701 -2.338 1.533
H 0.526 -1.605 2.854
O 1.164 -2.039 2.314
H -2.107 -1.486 1.523
H -3.243 -0.575 1.479
O -2.701 -1.022 2.164
H 2.244 1.910 -0.559
H 1.995 2.091 -2.093
O 2.006 2.605 -1.183
H 2.881 -0.583 0.370
H 2.065 -0.708 1.650
O 2.466 -0.026 1.078
H 3.062 -1.597 -1.582
H 2.411 -2.425 -0.651
O 3.203 -1.853 -0.721
H -0.223 0.204 3.571
H -1.403 -0.743 3.262
O -0.594 -0.665 3.783
H -0.697 2.930 0.263
H 0.425 3.173 -0.802
O -0.482 3.440 -0.579
H -0.306 1.685 2.209
H 1.242 1.201 2.153
O 0.501 1.560 2.758
H -2.203 1.137 0.766
H -2.142 0.799 2.230
O -1.912 1.508 1.627
H 0.063 -2.529 -0.598
H 1.076 -2.482 -1.841
O 0.795 -3.034 -1.054
H -2.280 2.525 -1.642
H -2.989 1.235 -1.409
O -3.054 2.008 -1.982


(2)
The following is a DFT calculation (wB97M-V/def2-TZVPD) of a 8-piece molecular cluster, C4H27N3O7 overall at a distorted geometry.

Charge = 0
E_tot = -23389.135 eV
Maximum force = 2.1 eV Å⁻¹
Relative energy (zero: lowest compared OMol25 entry of this formula, charge and spin) = 0.00 kcal per mole
Gap between HOMO and LUMO = 0.371 Ha

Positions of all 41 atoms, in Å:
N 0.319 0.592 -1.267
C 1.424 0.636 -0.297
C 1.310 -0.452 0.743
C 0.102 -0.254 1.661
N 0.085 0.912 2.583
C 2.760 0.496 -1.024
N 3.032 1.663 -1.870
H 0.540 1.311 -1.922
H 0.066 -0.295 -1.674
H 1.356 1.619 0.167
H 2.124 -0.559 1.469
H 1.355 -1.483 0.372
H -0.768 -0.059 1.040
H -0.181 -1.085 2.307
H -0.315 1.698 2.086
H 1.001 1.241 2.857
H 3.553 0.294 -0.317
H 2.667 -0.400 -1.643
H 2.929 2.494 -1.292
H 4.010 1.643 -2.140
H -1.404 -0.709 -0.344
H -2.668 -1.628 -0.321
O -2.000 -1.221 -0.891
H -2.082 0.003 2.720
H -2.331 -0.606 4.044
O -2.769 -0.497 3.190
H -2.576 -1.895 2.136
H -3.405 -2.993 1.478
O -2.498 -2.681 1.555
H -1.932 -2.777 -3.537
H -1.436 -2.415 -2.166
O -1.284 -3.059 -2.882
H -2.311 3.319 -0.928
H -1.166 2.243 -0.723
O -1.407 3.175 -0.640
H -0.311 4.542 0.447
H 0.441 3.341 0.827
O 0.497 4.297 0.906
H 0.402 -3.739 -2.006
H 1.524 -3.179 -2.793
O 1.345 -3.534 -1.914


(3)
The following is a DFT calculation (wB97M-V/def2-TZVPD) of a 10-piece molecular cluster, C4H27NO11 overall at a distorted geometry.

Charge = +1
E_tot = -28590.201 eV
Maximum force = 1.4 eV Å⁻¹
Relative energy (zero: lowest compared OMol25 entry of this formula, charge and spin) = 34.88 kcal per mole
Multiplicity = 2
Gap between HOMO and LUMO (spin up / spin down) = 0.356 / 0.145 Ha

Positions of all 43 atoms, in Å:
C 0.467 0.247 0.027
C 1.985 0.343 -0.107
C 2.457 1.360 0.911
O 2.565 -0.965 0.011
C -0.373 -0.541 -0.890
N -0.204 -0.426 -2.274
O -1.360 -1.197 -0.574
H 0.168 0.093 1.063
H -0.038 1.234 -0.041
H 2.292 0.607 -1.120
H 2.088 1.186 1.920
H 3.534 1.470 0.867
H 1.981 2.296 0.629
H 2.309 -1.290 0.880
H 0.588 0.062 -2.745
H -0.771 -1.058 -2.837
H -2.896 -0.813 -1.175
H -4.406 -0.296 -1.001
O -3.718 -0.570 -1.627
H -2.341 -1.727 1.053
H -2.211 -0.871 2.204
O -2.339 -1.802 2.023
H -1.445 2.262 1.673
H -1.703 2.132 3.221
O -1.152 1.810 2.486
H -3.075 0.999 -2.184
H -1.852 1.697 -2.809
O -2.691 1.900 -2.374
H 3.461 -0.804 -3.332
H 2.501 -1.906 -3.244
O 2.551 -0.975 -3.562
H -2.048 2.864 -1.058
H -1.328 3.998 -0.241
O -1.393 3.024 -0.336
H 0.622 -1.972 3.022
H 0.064 -2.188 1.586
O 0.749 -1.738 2.094
H 2.707 -3.647 -1.141
H 2.324 -2.231 -1.126
O 2.349 -2.993 -1.762
H 0.273 0.813 3.934
H -0.663 -0.355 3.654
O -0.025 -0.031 4.303


(4)
The following is a DFT calculation (wB97M-V/def2-TZVPD) of a 9-piece molecular cluster, C4H27NO8S overall at a distorted geometry.

Charge = 0
E_tot = -33290.153 eV
Maximum force = 2.5 eV Å⁻¹
Relative energy (zero: lowest compared OMol25 entry of this formula, charge and spin) = 46.64 kcal per mole
Gap between HOMO and LUMO = 0.329 Ha

Positions of all 41 atoms, in Å:
C 1.465 0.395 -1.736
N 1.549 -0.861 -0.994
C 0.447 -0.889 -0.035
C -0.747 -1.748 -0.602
S -2.251 -1.992 0.575
C 0.752 -1.451 1.373
H 2.314 0.446 -2.422
H 0.534 0.425 -2.281
H 1.578 1.357 -1.208
H 2.459 -0.958 -0.567
H 0.095 0.107 0.135
H -1.171 -1.160 -1.472
H -0.292 -2.635 -1.063
H -1.984 -1.050 1.499
H 0.048 -2.240 1.639
H 1.653 -2.026 1.455
H 0.682 -0.577 2.020
H 3.022 -0.395 2.602
H 2.277 -0.393 4.016
O 2.520 0.142 3.245
H 0.571 3.265 -0.821
H -0.740 3.475 -1.479
O 0.003 3.986 -1.115
H 3.535 -1.833 0.499
H 4.587 -0.718 0.872
O 3.720 -1.084 1.071
H -2.874 0.872 -3.170
H -2.632 -0.592 -2.641
O -2.267 0.310 -2.683
H 0.233 -1.899 -2.996
H -0.776 -0.992 -3.537
O -0.044 -1.551 -3.855
H 1.392 1.206 2.518
H 1.625 2.690 2.663
O 0.920 2.070 2.439
H -1.035 1.070 2.117
H -2.172 1.948 2.499
O -1.992 1.151 1.989
H -1.532 1.538 -0.934
H -3.006 1.828 -0.460
O -2.156 2.219 -0.686


(5)
The following is a DFT calculation (wB97M-V/def2-TZVPD) of a 9-piece molecular cluster, C4H27NO8S overall at a distorted geometry.

Charge = +1
E_tot = -33280.313 eV
Maximum force = 7.6 eV Å⁻¹
Relative energy (zero: lowest compared OMol25 entry of this formula, charge and spin) = 90.93 kcal per mole
Multiplicity = 2
Gap between HOMO and LUMO (spin up / spin down) = 0.386 / 0.186 Ha

Positions of all 41 atoms, in Å:
C -0.864 -0.524 0.517
N -0.172 -0.143 -0.692
C -0.598 1.188 -1.241
C 0.378 2.286 -0.440
S 0.187 3.958 -0.894
C -1.400 -1.960 0.545
H -1.612 0.204 0.761
H -0.107 -0.448 1.287
H -0.303 -0.745 -1.574
H -0.274 1.253 -2.306
H -1.617 1.367 -0.994
H 1.376 1.921 -0.490
H 0.083 2.070 0.595
H 1.113 4.137 -1.821
H -2.240 -1.929 1.153
H -0.734 -2.665 1.069
H -1.693 -2.456 -0.475
H -1.362 -4.212 -1.407
H 0.070 -3.609 -1.246
O -0.572 -4.013 -1.821
H 1.758 0.522 1.036
H 2.817 1.522 0.968
O 2.319 1.037 1.565
H 1.321 1.952 2.835
H 1.823 1.577 4.207
O 1.226 2.106 3.740
H -1.078 -1.265 -4.717
H -0.032 -1.467 -3.614
O -0.798 -0.962 -3.877
H 4.060 0.054 -0.745
H 2.755 0.538 -1.502
O 3.555 0.799 -0.907
H 1.795 -2.621 -3.436
H 0.464 -3.341 -3.588
O 0.943 -2.665 -3.333
H -0.415 2.223 3.165
H -1.684 2.406 3.939
O -1.365 1.919 3.284
H -2.882 -0.696 3.801
H -2.897 0.754 3.374
O -3.345 -0.073 3.283


Copy entry 4 word for word.
The following is a DFT calculation (wB97M-V/def2-TZVPD) of a 9-piece molecular cluster, C4H27NO8S overall at a distorted geometry.

Charge = 0
E_tot = -33290.153 eV
Maximum force = 2.5 eV Å⁻¹
Relative energy (zero: lowest compared OMol25 entry of this formula, charge and spin) = 46.64 kcal per mole
Gap between HOMO and LUMO = 0.329 Ha

Positions of all 41 atoms, in Å:
C 1.465 0.395 -1.736
N 1.549 -0.861 -0.994
C 0.447 -0.889 -0.035
C -0.747 -1.748 -0.602
S -2.251 -1.992 0.575
C 0.752 -1.451 1.373
H 2.314 0.446 -2.422
H 0.534 0.425 -2.281
H 1.578 1.357 -1.208
H 2.459 -0.958 -0.567
H 0.095 0.107 0.135
H -1.171 -1.160 -1.472
H -0.292 -2.635 -1.063
H -1.984 -1.050 1.499
H 0.048 -2.240 1.639
H 1.653 -2.026 1.455
H 0.682 -0.577 2.020
H 3.022 -0.395 2.602
H 2.277 -0.393 4.016
O 2.520 0.142 3.245
H 0.571 3.265 -0.821
H -0.740 3.475 -1.479
O 0.003 3.986 -1.115
H 3.535 -1.833 0.499
H 4.587 -0.718 0.872
O 3.720 -1.084 1.071
H -2.874 0.872 -3.170
H -2.632 -0.592 -2.641
O -2.267 0.310 -2.683
H 0.233 -1.899 -2.996
H -0.776 -0.992 -3.537
O -0.044 -1.551 -3.855
H 1.392 1.206 2.518
H 1.625 2.690 2.663
O 0.920 2.070 2.439
H -1.035 1.070 2.117
H -2.172 1.948 2.499
O -1.992 1.151 1.989
H -1.532 1.538 -0.934
H -3.006 1.828 -0.460
O -2.156 2.219 -0.686


What is the charge in the fourth record?
0


E_tot of number 1 (C4H26O15)?
-35285.566 eV